12
Properties=species:S:1:pos:R:3:mulliken_spin:R:1 method="wB97M-V/def2-TZVPD" orbital_gap_ev="7.992 / 8.310" charge=+3 de_lowest_kj_mol=240.9 energy_ev=-40766.80843 max_force_ev_per_a=8.82 lumo_energy_ev="-16.484 / -16.175" homo_ev="-24.476 / -24.485" spin_multiplicity=5
C -1.815 0.587 1.235 0.00
C -1.777 -0.532 -1.714 0.00
O -1.835 -0.512 1.678 0.00
O -2.354 1.075 0.145 0.00
C -1.750 0.821 -1.110 -0.01
H -2.119 -0.605 -2.748 0.00
H -2.047 -1.377 -1.077 0.00
H -2.027 1.648 -1.771 0.00
O 0.981 1.304 -0.865 0.00
Cr 2.799 1.493 -0.635 3.99
C 0.041 0.647 -1.238 0.01
O -0.065 -0.466 -1.820 0.01